[1]
DFT (ωB97M-V/def2-TZVPD) results for C30H49BCsN10O4PS2 as an isolated structure.

Computed properties:
Gap between HOMO and LUMO, eV: 6.20
LUMO level, eV: 3.3126
Net charge: -2

Geometry as XYZ:
```
98
Properties=species:S:1:pos:R:3:forces:R:3:lowdin_charge:R:1
Cs 1.5900 -1.1908 -0.5623 0.328 -0.040 0.166 0.800
S 0.2669 -7.7067 -0.5418 -0.002 0.011 0.002 0.120
S 0.2615 -4.3757 -1.1532 0.004 0.007 -0.010 0.084
P 1.2483 -6.0078 -0.5857 0.001 -0.028 0.002 -0.236
O -4.6870 0.8409 -1.6407 -0.462 -0.491 -0.112 0.033
O -6.6328 0.5775 -0.5668 0.139 -0.009 -0.035 0.070
O 2.0212 -5.7279 0.8186 0.009 0.062 -0.008 -0.352
O 2.5531 -6.2493 -1.5018 -0.002 0.013 -0.011 -0.340
N 0.8801 0.1119 -3.2964 -0.333 -0.216 0.118 -0.013
N 4.0333 -0.5983 -2.4099 0.027 -0.125 0.006 0.020
N 6.2174 0.2662 -3.1687 0.036 -0.089 -0.004 0.013
N -2.7661 2.3137 -1.6892 1.167 0.306 0.241 0.132
N 6.6061 1.3487 -5.3613 0.004 -0.008 -0.003 0.028
N 2.4136 1.7379 0.8086 0.092 0.081 -0.135 0.001
N 0.3192 0.7480 3.0789 0.021 0.037 0.011 -0.100
N 2.3821 1.9384 2.1385 -0.078 0.032 -0.014 -0.101
N 1.7560 2.8798 -2.0457 -0.043 0.002 -0.027 0.068
N 0.2874 -0.2024 2.1324 -0.167 -0.055 -0.113 -0.016
C -0.0849 2.3482 -3.5916 -0.035 0.049 -0.032 -0.122
C -3.1980 5.3827 2.4394 0.008 0.009 -0.011 -0.053
C -3.4556 2.9477 1.8749 -0.017 -0.003 0.017 -0.002
C 1.4762 -5.4157 2.1078 -0.001 -0.054 0.011 -0.463
C -0.0406 -5.3816 2.1997 0.001 0.012 -0.002 -0.097
C 4.7601 -6.3111 -0.5210 -0.009 -0.003 0.002 -0.054
C -0.3346 0.8467 -3.6366 0.006 0.082 -0.193 -0.386
C 6.3700 0.8301 -4.3467 -0.005 0.016 0.010 -0.481
C 0.3064 2.8913 -2.2076 0.023 0.078 0.017 -0.382
C 5.0495 -0.1945 -2.8166 -0.092 0.201 -0.036 -0.433
C 3.7880 -4.0976 -1.2417 0.026 0.018 -0.021 -0.104
C 3.8310 -5.5940 -1.4890 -0.008 -0.012 0.004 -0.450
C -0.5160 -1.1632 2.5895 0.019 0.023 0.030 -0.215
C -0.3219 2.0869 -1.0705 -0.287 -0.540 0.118 -0.122
C -4.9183 4.5089 0.8117 -0.018 -0.029 -0.008 -0.020
C 3.6961 1.6464 0.4675 0.052 -0.086 0.065 -0.204
C -4.0438 1.8971 1.1786 -0.005 -0.046 0.014 -0.210
C 4.5237 1.7846 1.5924 -0.068 0.002 0.044 -0.079
C -0.4520 0.3972 4.1213 -0.006 -0.027 -0.014 -0.127
C 3.6329 1.9710 2.6330 -0.008 -0.045 0.001 -0.112
C -3.5859 0.4861 1.4425 -0.038 0.019 0.017 -0.016
C -3.8719 4.2624 1.6926 -0.008 0.014 0.020 -0.272
C -1.6174 1.3689 -1.4538 -0.002 0.522 0.103 -0.280
C -1.4705 0.4507 -2.6751 0.115 -0.098 0.134 -0.087
C -5.5373 1.0943 -0.6915 -0.324 0.208 0.220 -0.585
C -5.0604 2.1780 0.2585 0.164 -0.079 0.085 -0.089
C -5.5231 3.4816 0.0905 0.043 0.002 -0.031 -0.218
C 2.0990 -4.1042 2.5501 0.037 0.053 0.036 -0.048
C -6.6364 3.7730 -0.8800 -0.010 -0.004 -0.015 -0.035
C -1.0225 -0.8355 3.8531 0.044 0.021 0.021 -0.096
B 1.0443 2.1287 2.8896 0.010 -0.043 0.023 -0.440
H -1.2805 -0.5673 -2.3265 -0.018 -0.010 -0.018 0.114
H 4.4323 -6.1506 0.5054 0.001 0.001 0.001 0.069
H 4.7554 -7.3828 -0.7225 0.001 -0.001 0.001 0.080
H -0.5342 1.0460 4.9781 0.001 -0.002 0.003 0.105
H -1.9317 0.7901 -0.5867 -0.033 -0.112 -0.036 0.126
H -2.6403 2.7318 2.5591 0.013 -0.004 -0.004 0.123
H 1.8375 -6.2165 2.7633 -0.009 -0.003 0.002 0.136
H -0.0976 3.9153 -2.1461 0.027 0.006 0.000 0.128
H -3.7195 -0.1614 0.5768 -0.007 -0.008 -0.026 0.085
H -2.1355 5.4318 2.1949 0.005 -0.015 0.008 0.081
H 1.8059 -3.8628 3.5740 0.003 0.001 0.000 0.082
H -2.5403 0.4563 1.7484 0.004 0.009 0.011 0.060
H -2.8806 2.9384 -0.8927 0.179 0.082 -0.028 0.111
H -2.6155 2.8771 -2.5177 -0.022 -0.013 -0.060 0.121
H 3.4443 -3.8840 -0.2295 -0.037 -0.001 0.025 0.047
H 3.9633 1.4647 -0.5648 0.029 -0.006 0.015 0.079
H 1.2818 2.5548 4.0025 -0.015 0.022 -0.003 0.059
H -6.4227 3.3513 -1.8646 -0.003 0.009 -0.003 0.086
H 2.1914 3.6961 -2.4545 0.005 0.003 0.001 0.076
H -5.2618 5.5286 0.6652 -0.003 0.001 0.003 0.107
H -0.4528 -4.5864 1.5803 -0.001 0.002 0.001 0.030
H -0.4740 -6.3244 1.8712 -0.002 0.000 -0.001 0.038
H 3.1879 -4.1597 2.5005 -0.001 -0.001 -0.005 0.079
H 5.7786 -5.9322 -0.6355 0.000 0.001 0.001 0.076
H 5.5987 1.7486 1.6360 0.002 0.006 0.003 0.079
H -0.6777 0.6090 -4.6537 0.038 -0.007 -0.016 0.130
H -4.1736 0.0556 2.2567 0.005 -0.008 0.008 0.097
H 0.3260 2.8803 2.2565 0.001 -0.017 -0.020 0.049
H -0.4860 2.7148 -0.1903 -0.042 0.033 -0.026 0.113
H -0.9969 2.8466 -3.9454 0.010 -0.001 -0.007 0.105
H -3.7836 1.5649 -1.6603 -0.606 -0.186 -0.281 0.012
H 0.7002 2.6119 -4.3055 0.005 0.016 0.014 0.116
H 0.7800 -0.8546 -3.5884 0.147 0.008 -0.077 0.070
H -7.5674 3.3150 -0.5429 0.003 0.004 -0.007 0.086
H 2.0109 2.8206 -1.0646 0.008 0.000 0.000 0.034
H 4.7925 -3.6862 -1.3585 -0.002 0.000 -0.014 0.084
H -6.7889 4.8471 -0.9873 -0.001 0.005 0.000 0.070
H -3.2725 5.2343 3.5181 0.001 -0.002 0.000 0.079
H 1.7657 -3.2872 1.9072 -0.041 -0.032 -0.013 0.044
H 1.7285 0.4844 -3.7047 0.014 0.095 0.082 0.066
H 0.3632 1.3126 -0.7038 0.002 0.360 -0.250 0.029
H 3.1374 -3.6002 -1.9580 -0.016 -0.015 0.003 0.038
H -0.3133 -5.2012 3.2427 -0.001 -0.002 0.001 0.079
H -1.6895 -1.4080 4.4751 0.005 -0.003 0.005 0.080
H 4.2009 -5.7551 -2.5056 -0.002 -0.003 -0.001 0.137
H -0.7022 -2.0457 1.9928 0.028 -0.016 0.012 0.089
H -2.4246 0.4014 -3.2039 -0.024 0.052 -0.003 0.118
H 3.7943 2.1225 3.6877 0.002 0.004 0.000 0.106
H -3.6496 6.3452 2.1970 -0.002 0.002 -0.003 0.067
```
Forces are in eV/Å.

[2]
DFT (ωB97M-V/def2-TZVPD) results for an isolated ion of composition C4H11N2S and charge -2.

Computed properties:
Gap between HOMO and LUMO (spin up / spin down), eV: 2.23 / 6.04
Spin multiplicity: 2
LUMO level (spin up / spin down), eV: 5.8781 / 5.8787
Expectation value of S²: 0.75
Net charge: -2

Geometry as XYZ:
```
18
Properties=species:S:1:pos:R:3:forces:R:3:nbo_charge:R:1
S 0.8324 -1.2005 3.9997 -0.116 0.583 -0.745 -0.781
N 0.2130 0.7820 0.3004 -3.086 -0.438 -1.321 -0.625
N 0.1848 -1.0232 -2.4443 -3.370 1.578 -0.452 -0.953
C -0.3448 0.4022 -2.1418 3.094 -2.268 -1.743 -0.887
C -0.0233 -0.2391 1.2891 0.454 -0.269 3.847 -0.244
C -0.9103 0.6232 -0.7960 0.626 0.488 1.100 -0.356
C 0.6430 0.1705 2.7396 -1.481 -0.380 -0.541 -0.500
H 0.6568 0.7810 -2.1851 0.506 1.697 0.201 0.160
H 0.0456 1.0128 3.2234 0.528 -0.954 -0.861 0.164
H -1.0851 -0.2936 1.5467 0.042 -0.403 -0.393 0.171
H 0.4020 -1.2448 1.0160 -0.618 0.729 0.219 0.168
H -1.6104 -0.1691 -0.5724 0.085 -0.517 0.446 0.176
H -0.4680 -1.7142 -2.1295 0.255 -0.607 0.210 0.340
H 1.1336 -1.1617 -2.2689 1.377 -0.388 0.746 0.341
H 0.9740 0.3827 -0.1608 1.844 -0.007 -1.215 0.334
H 1.5829 0.5902 2.4510 0.913 0.277 0.113 0.160
H -0.6936 0.7992 -3.0946 -0.980 0.107 0.463 0.153
H -1.5326 1.5023 -0.7725 -0.074 0.773 -0.073 0.181
```
Forces are in eV/Å.

[3]
DFT (ωB97M-V/def2-TZVPD) results for a 2-piece molecular cluster, C6H8N2O2 overall.

Computed properties:
Gap between HOMO and LUMO, eV: 10.05
Structure (SMILES): O=c1cc[nH]c(=O)[nH]1.C=C
LUMO level, eV: 0.4425

Geometry as XYZ:
```
18
Properties=species:S:1:pos:R:3:forces:R:3:nbo_charge:R:1
O -1.2320 -1.9434 -1.6867 -2.149 2.827 0.808 -0.657
O -4.1000 1.2777 -0.0379 -1.724 1.131 0.007 -0.559
N -2.7974 -0.3338 -0.7821 0.434 -3.915 -2.940 -0.632
N -0.6606 -0.4777 -0.1971 6.631 0.609 1.724 -0.587
C -1.5505 -0.9345 -0.9730 -2.114 -4.758 -3.405 0.763
C -2.0253 0.8868 1.1072 -1.704 2.109 1.492 -0.359
C 2.9471 0.2950 0.1357 2.378 -1.663 -1.788 -0.403
C 4.2081 -0.1117 -0.2012 -2.669 -2.568 -2.191 -0.345
C -0.8779 0.2673 0.9453 2.142 -0.243 -1.410 0.025
C -3.0707 0.6905 0.0232 1.360 0.882 3.062 0.645
H 1.9790 0.0424 -0.3185 0.929 -0.156 0.057 0.172
H -3.5714 -0.8977 -1.1628 0.427 0.954 -0.070 0.439
H 0.1218 0.2701 1.3604 -0.592 0.798 1.546 0.226
H 5.0586 0.2612 0.2550 1.274 0.946 1.245 0.189
H -2.2607 1.5980 1.9969 0.437 -1.518 -1.892 0.257
H 2.9510 0.9551 0.9298 -0.488 1.581 1.438 0.191
H 0.3521 -0.8762 -0.4458 -3.280 1.025 1.091 0.437
H 4.5287 -0.9692 -0.9482 -1.292 1.957 1.225 0.199
```
Forces are in eV/Å.

These records have ΔE to the lowest compared entry with this formula, charge and spin values of 0.0; 38.0; 56.2 kcal/mol, in the order they appear.
These records have max |F| values of 0.0239; 0.0819; 0.1338 Eh/bohr, in the order they appear.